Run 1
Computed, not measured: a cluster of 2 separate species, CH7NO in total, with ωB97M-V/def2-TZVPD.

The geometry in XYZ format:
```
10
CH7NO, DFT ωB97M-V/def2-TZVPD
H 5.28 4.88 -0.55
H -2.02 -1.46 1.55
O 4.92 4.09 -0.15
H -0.94 -2.70 0.03
N -2.37 -1.28 0.63
H -3.38 -1.18 0.61
H -1.49 -1.60 -1.26
C -1.79 -2.15 -0.37
H 4.12 4.41 0.27
H -2.34 -3.01 -0.77
```

As for the SMILES: CN.O. The value obtained for the LUMO energy is 1.137 eV. As for the molar mass: 49.073 g/mol.

=====

Run 2
Computed, not measured: a cluster of 2 separate species, CH7NO in total, with ωB97M-V/def2-TZVPD.

The geometry in XYZ format:
```
10
CH7NO, DFT ωB97M-V/def2-TZVPD
O 1.11 1.76 1.40
H -1.94 -0.42 -0.57
H 0.70 -1.64 -0.39
H 0.77 0.09 -0.83
N -1.11 -0.41 0.06
H -1.34 -0.98 0.86
H 0.33 1.32 1.11
C 0.10 -0.79 -0.77
H -0.37 -1.03 -1.72
H 1.76 2.11 0.84
```

As for the SMILES: CN.O. The value obtained for the LUMO energy is 1.045 eV. As for the molar mass: 49.073 g/mol.

=====

Relative energies, in kJ/mol, with the most stable structure set to zero: run 1 0.0; run 2 14.6.

=====

Run 1
Computed, not measured: the ion C4H8NOS with charge -1, with ωB97M-V/def2-TZVPD.

The geometry in XYZ format:
```
15
C4H8NOS, DFT ωB97M-V/def2-TZVPD
H 1.59 0.35 -1.73
H -0.42 0.89 2.66
C 0.61 -1.46 -0.66
S -1.15 3.12 1.71
H -2.12 1.04 1.82
C -1.01 1.23 1.79
C -0.54 0.62 0.40
H 0.28 1.19 -0.05
H 0.52 -0.98 -2.73
N -0.15 -0.81 0.33
H -0.41 -1.48 0.98
C 1.19 -0.66 -1.82
H 2.07 -1.16 -2.06
O 1.04 -2.57 -0.49
H -1.50 0.68 -0.16
```

As for the SMILES: CC(=O)NCC[S-]. The value obtained for the LUMO energy is 3.505 eV. Its net charge is -1. As for the molar mass: 118.181 g/mol.

=====

Run 2
Computed, not measured: the ion C4H8NOS with charge -1, with ωB97M-V/def2-TZVPD.

The geometry in XYZ format:
```
15
C4H8NOS, DFT ωB97M-V/def2-TZVPD
N 1.29 -0.48 1.09
H 2.14 -0.87 1.47
C -0.90 -0.18 -1.05
H 0.41 0.17 2.88
C 0.45 0.59 -1.01
C 1.56 -0.07 -0.19
H 0.34 1.57 -0.53
H -0.73 -1.16 -0.59
O 2.68 -0.25 -0.63
S -2.38 0.60 -0.35
H -0.57 -0.95 1.94
H -0.33 0.77 1.48
H -1.07 -0.41 -2.10
C 0.12 -0.13 1.86
H 0.87 0.67 -2.00
```

As for the SMILES: CNC(=O)CC[S-]. The value obtained for the LUMO energy is 3.752 eV. Its net charge is -1. As for the molar mass: 118.181 g/mol.

=====

Relative energies, in kJ/mol, with the most stable structure set to zero: run 1 87.1; run 2 0.0.

=====

Run 1
Computed, not measured: a cluster of 4 separate species, C3H10NO4 in total, with ωB97M-V/def2-TZVPD.

The geometry in XYZ format:
```
18
C3H10NO4, DFT ωB97M-V/def2-TZVPD
O -2.45 -0.31 -0.95
N 0.12 -1.49 -0.14
H 0.36 -2.46 0.03
H 0.93 -1.47 1.76
H 1.08 2.80 0.98
H -1.63 -0.07 1.28
H 1.67 -0.48 -1.58
H 1.04 2.20 -0.43
O 0.26 0.94 -1.49
H 0.12 -0.78 -2.53
H -1.69 -0.85 -0.69
C -0.72 -0.31 1.86
H -2.00 0.50 -1.23
O 1.52 2.85 0.12
C 0.63 -0.18 -1.78
O -0.74 -0.32 3.05
C 0.55 -0.77 1.02
H 0.97 0.20 0.72
```

As for the multiplicity: 2. The expectation value of S² is 0.7567. The value obtained for the LUMO energy (spin up / spin down) is 0.391 / -2.581 eV. As for the molar mass: 124.116 g/mol.

=====

Run 2
Computed, not measured: a cluster of 3 separate species, C3H10NO4 in total, with ωB97M-V/def2-TZVPD.

The geometry in XYZ format:
```
18
C3H10NO4, DFT ωB97M-V/def2-TZVPD
H 1.92 -0.64 -0.17
H -1.52 -1.00 -0.70
H 3.00 -1.57 0.43
N -0.68 -0.72 1.27
C -0.66 -1.28 -0.06
H -2.40 0.48 1.49
H 0.91 0.01 -2.03
O 2.62 -0.69 0.51
O -2.22 2.13 -0.27
O 0.44 -0.90 -0.75
H -0.80 -2.37 -0.03
C -1.32 0.57 1.32
H -1.06 1.26 2.13
O 1.40 0.63 -2.57
H 0.25 -0.75 1.66
H -0.29 1.88 -0.30
C -1.24 1.53 0.14
H 1.66 1.40 -2.06
```

As for the multiplicity: 2. The expectation value of S² is 0.7544. The value obtained for the LUMO energy (spin up / spin down) is 0.595 / -3.269 eV. As for the molar mass: 124.116 g/mol.

=====

Relative energies, in kJ/mol, with the most stable structure set to zero: run 1 21.5; run 2 0.0.

=====

Run 1
Computed, not measured: the molecule C4H4FNOS, with ωB97M-V/def2-TZVPD.

The geometry in XYZ format:
```
12
C4H4FNOS, DFT ωB97M-V/def2-TZVPD
N -0.95 -0.94 0.20
H 2.21 -0.05 1.29
O -2.98 -0.03 -0.44
H 0.02 0.73 1.49
H 0.53 -0.48 -1.33
C 0.47 0.94 0.40
C 0.33 -0.52 -0.29
S -0.87 1.77 -0.19
H -1.03 -1.93 -0.26
C 1.67 0.05 0.32
C -1.80 0.09 -0.31
F 2.40 0.38 -0.87
```

As for the SMILES: O=C1N[C@@H]2[C@@H](F)[C@H]2S1. The value obtained for the LUMO energy is 0.455 eV. As for the molar mass: 133.147 g/mol.

=====

Run 2
Computed, not measured: the molecule C4H4FNOS, with ωB97M-V/def2-TZVPD.

The geometry in XYZ format:
```
12
C4H4FNOS, DFT ωB97M-V/def2-TZVPD
H 2.67 0.97 -0.92
O -1.58 -2.35 0.35
C 2.02 0.56 -0.14
S -2.57 -0.11 -0.46
C -1.94 1.33 0.19
C -1.20 -1.27 -0.01
F -2.95 2.21 0.28
C 0.66 0.19 -0.62
H 0.51 -1.78 0.41
H 2.59 -0.22 0.26
H 1.71 1.36 0.65
N 0.09 -0.88 0.03
```

The value obtained for the LUMO energy is -0.170 eV. As for the molar mass: 133.147 g/mol.

=====

Relative energies, in kJ/mol, with the most stable structure set to zero: run 1 0.0; run 2 110.0.

=====

Run 1
Computed, not measured: a structure of composition C6H6F2, with ωB97M-V/def2-TZVPD.

The geometry in XYZ format:
```
14
C6H6F2, DFT ωB97M-V/def2-TZVPD
H -1.34 -2.23 0.30
C 1.16 1.77 -0.01
H -3.22 -0.32 0.77
C -1.37 1.10 -0.13
F 1.40 -0.90 -0.98
F 0.94 -0.79 1.31
C -2.06 -0.03 0.04
C -1.00 -1.18 -0.24
H -1.64 2.24 -0.04
H 1.15 2.85 -0.22
C 0.05 0.92 -0.06
C 0.35 -0.50 -0.02
H 2.27 1.35 0.33
H -1.08 -1.26 -1.65
```

The value obtained for the LUMO energy is -0.082 eV. As for the molar mass: 116.110 g/mol.

=====

Run 2
Computed, not measured: the molecule C6H6F2, with ωB97M-V/def2-TZVPD.

The geometry in XYZ format:
```
14
C6H6F2, DFT ωB97M-V/def2-TZVPD
H -0.09 -1.26 -2.04
H -2.40 -0.17 -1.02
H 0.64 2.18 0.80
C -1.02 0.89 0.18
F 1.97 -1.83 -0.47
C -1.40 -0.14 -0.53
F -1.85 2.00 0.48
H 2.21 0.03 1.23
H -0.67 -2.16 -0.82
H 0.07 1.08 2.00
C 0.26 1.07 0.91
C -0.33 -1.18 -1.02
C 1.04 -0.93 -0.18
C 1.30 0.10 0.60
```

As for the SMILES: FC1=CCC(F)=CC1. The value obtained for the LUMO energy is 0.988 eV. As for the molar mass: 116.110 g/mol.

=====

Relative energies, in kJ/mol, with the most stable structure set to zero: run 1 331.0; run 2 0.0.